16
Properties=species:S:1:pos:R:3:forces:R:3 method="wB97M-V/def2-TZVPD" de_lowest_kj_mol=53.0 homo_energy_ev=-10.41 largest_force_ev_per_a=1.0 spin_multiplicity=1 orbital_gap_ev=11.11
C -1.394 1.348 0.015 0.160 0.412 0.052
C -1.510 -0.023 0.592 0.334 -0.499 -0.110
F -1.020 -0.029 1.914 -0.036 0.060 0.090
Si -0.634 -1.377 -0.403 -0.323 -0.064 -0.439
O 0.723 -0.821 -1.205 -0.232 -0.059 0.984
Si 2.062 -0.415 -0.343 0.637 0.044 -0.359
O 1.989 1.171 0.095 0.323 0.087 0.002
H -1.483 1.330 -1.058 -0.162 -0.048 -0.532
H -0.428 1.768 0.235 0.501 0.084 0.075
H -2.136 2.022 0.410 -0.396 0.246 0.191
H -2.556 -0.300 0.639 -0.389 -0.227 0.170
H -1.573 -1.848 -1.441 0.023 0.049 -0.039
H -0.317 -2.490 0.512 0.134 0.007 0.001
H 3.239 -0.632 -1.206 -0.006 0.002 -0.029
H 2.191 -1.233 0.878 -0.185 -0.136 0.003
H 2.847 1.529 0.366 -0.384 0.042 -0.060

***

17
Properties=species:S:1:pos:R:3:forces:R:3 method="wB97M-V/def2-TZVPD" smiles="C=C[C@H]1CC12CC2" de_lowest_kj_mol=455.2 homo_energy_ev=-8.53 largest_force_ev_per_a=1.9 spin_multiplicity=1 orbital_gap_ev=9.60
C 1.137 1.336 -0.529 -0.387 -0.280 -0.301
C 2.006 0.165 -0.893 0.159 -0.339 0.175
C 0.644 -0.150 -0.389 -0.027 -0.708 0.114
C -2.009 0.783 0.554 0.029 0.223 0.385
C -1.359 -0.188 1.185 -0.097 0.646 0.421
C -0.368 -1.513 -0.388 0.831 0.410 -0.948
C -0.017 -0.689 0.802 -0.150 0.103 0.530
H 0.851 2.078 -1.276 -0.052 -0.481 -0.065
H 1.416 1.820 0.426 -0.701 -0.556 -0.381
H 2.110 0.057 -1.977 -0.059 -0.292 0.356
H 2.915 -0.073 -0.351 0.001 0.148 0.132
H -1.488 1.426 -0.152 -0.203 -0.107 0.108
H -3.069 0.937 0.714 0.066 0.102 0.037
H -1.858 -0.888 1.857 -0.125 0.369 0.015
H -1.278 -1.340 -0.935 -0.346 0.208 0.514
H -0.227 -2.603 -0.217 1.279 0.765 -1.170
H 0.594 -1.157 1.568 -0.217 -0.209 0.079

***

47
Properties=species:S:1:pos:R:3:forces:R:3 method="wB97M-V/def2-TZVPD" charge=+2 homo_energy_ev="-14.68 / -14.49" largest_force_ev_per_a=7.1 spin_multiplicity=4 orbital_gap_ev="8.77 / 4.45"
C -0.312 -0.949 2.704 -0.876 1.302 -0.454
N -0.054 -0.146 1.627 -0.693 -0.763 -0.224
N -1.160 0.687 1.487 -0.021 -0.344 0.779
C -1.933 0.564 2.586 0.085 -0.994 -0.408
C -1.473 -0.492 3.361 -0.096 -0.196 -0.330
B -1.584 1.747 0.397 1.212 0.552 1.534
N -0.228 2.486 0.240 1.147 -0.251 -0.242
N 1.057 1.909 0.199 -0.291 1.174 -0.719
C 1.926 2.948 0.095 -1.290 -0.162 0.074
C 1.233 4.156 0.152 0.375 0.302 -0.147
C -0.097 3.823 0.308 0.262 -0.637 -0.842
V 1.938 0.060 0.594 -6.941 -0.422 1.278
N -2.538 1.405 -0.887 -2.370 0.758 -0.216
N -2.273 0.644 -2.038 -0.841 -0.863 -0.003
C -3.440 0.376 -2.630 0.224 0.157 0.683
C -4.479 1.141 -2.025 0.227 -1.697 -2.263
C -3.861 1.772 -0.960 3.589 0.497 2.332
H -3.556 -0.382 -3.401 0.330 0.561 -0.121
H -4.298 2.444 -0.249 -0.007 0.181 0.298
H -5.491 1.215 -2.393 -0.041 0.142 0.244
H -2.319 2.512 0.990 0.151 -0.263 -0.343
H -0.985 4.429 0.403 0.134 0.106 -0.073
H -2.785 1.220 2.676 -0.068 -0.269 0.214
H 1.624 5.144 -0.022 0.099 0.011 0.368
H -2.010 -0.934 4.194 0.439 0.189 -0.038
H 2.985 2.759 -0.044 -0.222 0.210 0.181
H 0.260 -1.853 2.925 -0.007 0.798 -0.005
H 2.328 0.023 -1.235 0.542 0.055 -0.399
C 3.368 0.175 -0.831 1.365 0.545 -0.995
H 3.696 1.164 -1.157 0.035 -0.054 0.140
H 3.472 0.144 0.367 3.226 0.035 -1.311
H 4.068 -0.537 -1.309 -0.584 0.062 0.635
C 2.447 -2.545 1.808 0.280 0.077 0.366
C 1.616 -2.741 0.604 -0.439 0.196 -1.562
C 1.167 -3.980 0.071 -0.896 -0.594 -1.398
C 0.527 -3.689 -1.140 0.693 -0.983 1.517
C 0.590 -2.280 -1.320 0.851 0.167 1.073
C 0.074 -1.575 -2.501 -0.260 0.444 -0.158
N 1.279 -1.733 -0.261 0.371 -0.168 0.569
H 1.973 -3.014 2.689 0.336 0.178 -0.337
H 2.656 -1.482 2.074 -0.053 -0.383 -0.041
H 3.425 -3.034 1.656 -0.293 0.183 0.129
H 1.338 -4.960 0.512 -0.126 0.300 -0.138
H 0.088 -4.378 -1.852 0.052 0.053 0.234
H 0.699 -1.838 -3.371 -0.258 0.130 0.154
H -0.952 -1.913 -2.699 0.297 -0.159 -0.099
H -0.004 -0.490 -2.394 0.352 -0.166 0.061

***

66
Properties=species:S:1:pos:R:3:forces:R:3 method="wB97M-V/def2-TZVPD" charge=+1 de_lowest_kj_mol=0.0 homo_energy_ev=-10.02 largest_force_ev_per_a=1.1 spin_multiplicity=1 orbital_gap_ev=7.10
Ba 1.398 0.649 0.860 -0.419 -0.814 -0.616
C -3.427 -0.246 -0.384 -0.066 -0.016 -0.022
C -2.019 0.203 -0.640 -0.071 0.188 -0.035
N -1.009 -0.579 -0.592 0.071 -0.029 0.005
N -1.280 -1.891 -0.351 0.003 -0.045 -0.003
C -0.298 -2.802 -0.144 0.013 -0.075 -0.010
N -0.757 -4.056 0.031 -0.047 -0.014 0.001
S 1.340 -2.487 -0.090 0.103 0.071 0.089
C -1.736 1.630 -0.977 0.056 -0.058 -0.002
C -2.692 2.421 -1.598 0.018 0.003 0.009
C -2.369 3.728 -1.937 -0.015 -0.015 -0.001
C -1.111 4.209 -1.629 0.013 0.019 0.001
C -0.221 3.353 -0.999 -0.036 -0.013 0.035
N -0.513 2.092 -0.689 0.033 0.105 0.030
H -3.480 -0.755 0.584 0.016 0.019 -0.002
H -3.777 -0.935 -1.159 0.010 0.022 0.010
H -4.118 0.588 -0.336 0.007 0.024 -0.007
H -2.228 -2.155 -0.120 0.024 -0.018 -0.016
H -1.688 -4.321 -0.249 0.011 -0.005 0.001
H -0.069 -4.784 0.119 0.010 0.001 -0.020
H -3.669 2.025 -1.833 -0.001 0.007 -0.008
H -3.095 4.357 -2.434 0.005 -0.009 0.009
H -0.815 5.223 -1.860 -0.026 -0.020 0.000
H 0.766 3.707 -0.719 -0.011 -0.021 -0.011
C -2.075 -3.203 5.893 -0.001 0.054 0.046
C -1.751 -4.267 4.853 0.002 -0.067 -0.004
C -1.393 -3.675 3.496 0.047 0.045 -0.035
N -0.146 -2.921 3.575 -0.064 -0.040 0.095
C -0.009 -1.616 3.376 -0.252 -0.096 -0.350
S -1.210 -0.596 2.776 -0.103 -0.031 0.101
N 1.227 -1.050 3.578 0.238 0.281 0.329
C 2.504 -1.621 3.431 -0.019 -0.044 -0.067
O 3.302 -1.033 2.731 0.003 -0.016 -0.071
C 2.830 -2.869 4.159 0.043 0.033 -0.027
C 3.694 -3.788 3.567 0.004 0.008 0.002
C 4.040 -4.939 4.255 0.012 -0.008 -0.003
C 3.547 -5.158 5.536 0.008 -0.024 0.005
C 2.704 -4.231 6.136 -0.018 0.023 0.013
C 2.337 -3.086 5.445 0.004 -0.003 0.028
H -2.278 -3.650 6.865 0.001 -0.003 -0.025
H -2.951 -2.620 5.602 0.025 -0.020 -0.013
H -1.245 -2.501 6.019 -0.025 -0.034 -0.003
H -2.601 -4.939 4.713 -0.019 0.038 0.012
H -0.926 -4.900 5.199 0.007 0.028 -0.006
H -2.164 -2.988 3.155 -0.028 0.008 0.002
H -1.277 -4.457 2.743 0.018 -0.014 0.038
H 0.643 -3.420 3.964 -0.028 0.014 -0.020
H 1.225 -0.013 3.568 -0.051 -0.088 -0.033
H 4.080 -3.589 2.576 -0.015 -0.004 0.023
H 4.701 -5.664 3.799 -0.018 0.021 0.007
H 3.829 -6.053 6.075 -0.004 0.013 -0.012
H 2.341 -4.396 7.142 0.010 0.003 -0.026
H 1.687 -2.349 5.905 0.026 -0.019 -0.006
C 5.806 3.399 5.073 -0.016 0.010 0.004
C 5.023 2.855 3.920 -0.076 -0.003 0.008
C 5.652 2.385 2.765 -0.019 -0.013 -0.011
C 4.835 1.878 1.784 0.022 -0.027 0.042
N 3.506 1.843 1.904 0.380 0.400 -0.015
C 2.973 2.329 3.045 -0.149 0.103 0.175
S 1.225 2.293 3.223 0.250 0.158 0.380
N 3.700 2.821 4.053 0.141 0.008 0.003
H 6.809 3.700 4.774 -0.017 -0.007 0.006
H 5.894 2.631 5.845 -0.005 0.003 -0.008
H 5.278 4.243 5.512 0.009 -0.006 -0.005
H 6.726 2.415 2.652 -0.021 -0.008 -0.011
H 5.251 1.477 0.865 -0.004 0.016 -0.004

***

37
Properties=species:S:1:pos:R:3:forces:R:3 method="wB97M-V/def2-TZVPD" smiles=CCO[Si](CCCN)(OCC)OCC homo_energy_ev=-8.92 largest_force_ev_per_a=3.4 spin_multiplicity=1 orbital_gap_ev=9.86
O 0.987 -0.258 1.056 -2.552 1.895 -1.071
O -0.377 -1.429 -0.877 -0.144 -0.379 0.280
O 0.221 1.118 -1.369 -0.780 -0.278 1.502
N 0.285 2.806 1.035 0.763 -0.552 -0.858
C 1.636 -2.506 1.451 0.255 -0.103 -0.305
C -2.630 -2.435 -1.084 0.328 -0.030 -0.841
C 2.647 1.354 -1.492 -0.162 0.987 -0.374
C 1.998 -1.158 0.829 1.473 -1.224 0.003
C -1.515 -1.623 -1.724 0.564 -0.049 -1.038
C 1.361 0.782 -2.091 1.179 0.281 -0.565
C -0.960 2.725 1.732 -1.083 0.464 0.922
C -1.603 1.327 1.888 0.059 0.653 1.491
C -1.814 0.628 0.585 1.099 -0.077 -0.967
Si -0.168 0.034 -0.150 -0.841 -0.018 0.700
H 0.935 2.153 1.466 0.131 0.200 0.050
H 0.223 2.499 0.063 -0.093 0.445 0.264
H 1.450 -2.381 2.522 0.051 0.063 -0.171
H 2.431 -3.253 1.323 -0.090 0.220 -0.003
H 0.734 -2.886 0.983 -0.140 -0.103 -0.039
H -3.479 -2.589 -1.776 0.368 0.336 0.297
H -2.946 -1.958 -0.180 -0.447 0.165 0.496
H -2.253 -3.417 -0.846 0.169 -0.390 0.225
H 2.505 2.432 -1.236 0.080 -0.664 -0.446
H 2.868 0.880 -0.545 0.362 -0.266 0.076
H 3.482 1.265 -2.225 -0.496 -0.045 0.714
H 2.228 -1.181 -0.255 0.083 -0.600 0.514
H 2.888 -0.782 1.343 0.147 0.041 -0.153
H -1.135 -2.117 -2.637 -0.220 -0.032 0.399
H -1.836 -0.645 -2.079 -0.462 0.163 0.064
H 1.401 -0.299 -2.119 0.391 -0.480 -0.494
H 1.232 1.169 -3.097 0.002 -0.062 -0.283
H -1.724 3.369 1.257 0.439 -0.098 -0.043
H -0.746 3.200 2.708 -0.529 -0.443 -0.130
H -0.962 0.694 2.537 -0.337 0.341 -0.169
H -2.584 1.433 2.395 0.529 0.098 -0.032
H -2.324 1.267 -0.143 0.056 0.048 0.013
H -2.457 -0.219 0.751 -0.152 -0.507 -0.030

***

45
Properties=species:S:1:pos:R:3:forces:R:3 method="wB97M-V/def2-TZVPD" smiles=ClCCl.ClCCl.ClCCl.ClCCl.ClCCl.ClCCl.ClCCl.ClCCl.ClCCl de_lowest_kj_mol=7.5 homo_energy_ev=-10.67 largest_force_ev_per_a=0.7 spin_multiplicity=1 orbital_gap_ev=10.94
C -8.370 -12.935 26.772 0.002 -0.237 -0.199
Cl -7.320 -14.118 25.975 -0.061 -0.141 0.016
Cl -8.246 -11.372 25.972 0.097 0.269 0.089
H -9.401 -13.258 26.687 0.031 -0.080 0.056
H -8.046 -12.873 27.804 -0.062 0.239 0.000
C -8.080 -7.805 22.028 -0.270 -0.361 -0.522
Cl -7.831 -8.501 23.618 0.072 0.146 0.196
Cl -9.795 -7.797 21.543 0.028 0.113 0.137
H -7.718 -6.786 21.975 0.044 0.005 0.206
H -7.580 -8.447 21.313 0.129 0.107 0.007
C -14.539 -5.809 23.488 0.158 0.135 -0.261
Cl -15.057 -5.792 25.168 0.023 0.000 0.073
Cl -15.898 -6.051 22.370 0.061 -0.037 0.011
H -14.087 -4.855 23.239 -0.082 0.050 0.111
H -13.818 -6.605 23.345 -0.101 -0.117 0.045
C -9.569 -12.080 20.445 -0.249 0.010 0.567
Cl -9.701 -11.539 22.154 0.144 0.101 -0.545
Cl -9.553 -13.844 20.416 0.066 -0.005 -0.285
H -10.432 -11.719 19.899 -0.086 -0.041 0.110
H -8.661 -11.688 20.002 0.128 -0.081 0.188
C -8.391 -6.769 28.409 0.425 -0.195 -0.268
Cl -6.761 -6.055 28.224 -0.440 -0.055 0.067
Cl -8.771 -7.846 27.043 0.007 0.154 0.268
H -8.388 -7.360 29.314 -0.036 -0.025 0.007
H -9.135 -5.985 28.440 0.058 0.089 -0.034
C -15.350 -11.673 26.169 -0.154 -0.053 0.634
Cl -16.279 -12.389 27.520 0.148 0.038 -0.134
Cl -14.701 -12.921 25.095 -0.256 0.347 0.005
H -16.026 -10.979 25.687 0.054 -0.267 -0.465
H -14.528 -11.120 26.605 0.131 -0.095 -0.060
C -11.179 -9.548 24.745 0.188 0.035 0.333
Cl -11.857 -7.971 25.159 0.032 0.082 0.004
Cl -11.881 -10.834 25.761 0.025 0.033 -0.347
H -11.342 -9.732 23.689 -0.233 -0.183 0.061
H -10.120 -9.544 24.972 0.006 0.109 -0.043
C -14.680 -9.483 21.993 0.173 -0.109 0.621
Cl -14.800 -9.198 23.750 -0.039 -0.066 -0.191
Cl -13.041 -9.187 21.409 0.156 0.128 -0.090
H -14.880 -10.535 21.841 -0.274 0.072 -0.198
H -15.357 -8.787 21.517 -0.077 -0.153 -0.158
C -11.708 -9.751 29.243 0.041 -0.147 -0.302
Cl -11.137 -8.296 30.052 -0.076 0.205 0.141
Cl -10.533 -11.073 29.411 -0.196 0.022 -0.044
H -12.659 -10.053 29.668 0.113 -0.048 0.185
H -11.832 -9.535 28.188 0.151 0.008 0.007